Formula: C3H11N3O2
Source: OMol25
Level of theory: ωB97M-V/def2-TZVPD

ORCA input file:
```
! RIJCOSX wB97M-V def2-TZVPD def2/J DEFGRID3
* xyz 0 1
O 0.00 -1.48 -1.19
C 0.99 -1.14 -1.84
N 0.75 -0.65 -3.16
C 2.33 -1.16 -1.47
N -0.56 0.23 2.69
C -0.80 -0.22 1.34
N -1.69 0.62 0.53
H 1.54 -0.77 -3.78
H -0.14 -0.96 -3.50
H 3.10 -0.89 -2.18
H 2.69 -1.48 -0.50
H -0.04 -0.33 3.34
H -1.28 -1.20 1.44
H 0.08 -0.34 0.71
H -2.65 0.37 0.74
H -1.58 1.64 0.76
H -1.10 3.72 1.44
H -0.75 1.21 2.87
O -0.88 2.83 1.75
*
```

Results
- Energy above the lowest of the compared OMol25 structures with the same formula, charge and spin: 194.75 kcal/mol
- Orbital gap: 0.1092 Ha
- Calculated total energy: -11847.2919 eV
- Strongest force on any atom: 0.057 hartree/bohr

***

Formula: C3H11N3S
Source: OMol25
Level of theory: ωB97M-V/def2-TZVPD

ORCA input file:
```
! RIJCOSX wB97M-V def2-TZVPD def2/J DEFGRID3
* xyz 1 2
C 1.66 1.77 -1.11
C 1.66 0.19 -1.29
S -0.02 -0.52 -1.43
N 1.04 2.25 0.19
H 1.00 2.12 -1.94
H 2.65 2.20 -1.20
H 2.14 -0.34 -0.44
H 2.26 0.00 -2.20
H 1.51 1.89 1.03
H 0.05 1.94 0.22
N -0.68 -1.01 1.32
C -1.94 -1.44 1.47
N -2.71 -1.79 0.47
H -0.26 -0.78 0.22
H -0.04 -1.10 2.06
H -2.22 -1.65 2.50
H -3.60 -2.21 0.67
H -2.52 -1.52 -0.52
*
```

Results
- Energy above the lowest of the compared OMol25 structures with the same formula, charge and spin: 0.00 kcal/mol
- Orbital gap (alpha / beta): 0.3577 / 0.2247 Ha
- Calculated total energy: -18586.6943 eV
- ⟨S²⟩: 0.7532
- Strongest force on any atom: 0.069 hartree/bohr

***

Formula: C3H11N4
Source: OMol25
Level of theory: ωB97M-V/def2-TZVPD

ORCA input file:
```
! RIJCOSX wB97M-V def2-TZVPD def2/J DEFGRID3
* xyz 1 1
C 2.93 -0.61 0.03
C -2.39 -1.35 0.49
C -1.61 0.63 -0.55
N 2.24 0.69 0.31
N 1.01 0.71 0.35
N -0.98 1.79 -0.60
N -1.34 -0.36 0.28
H 4.11 -0.64 0.21
H 2.81 -0.84 -1.02
H 2.48 -1.46 0.70
H -3.26 -1.13 1.06
H -2.80 -1.44 -0.51
H -1.98 -2.24 0.82
H -2.28 0.41 -1.32
H -1.04 2.50 -1.28
H -0.12 1.91 -0.04
H 2.82 1.58 0.11
H -0.59 -0.15 0.95
*
```

Results
- Energy above the lowest of the compared OMol25 structures with the same formula, charge and spin: 85.84 kcal/mol
- Orbital gap: 0.3373 Ha
- Calculated total energy: -9240.5205 eV
- Strongest force on any atom: 0.077 hartree/bohr

***

Formula: C3H11N5
Source: OMol25
Level of theory: ωB97M-V/def2-TZVPD

ORCA input file:
```
! RIJCOSX wB97M-V def2-TZVPD def2/J DEFGRID3
* xyz 2 3
C 0.57 0.57 0.03
C -0.77 0.31 0.02
C 1.75 -0.72 0.06
N 1.16 1.78 -0.11
N -1.71 1.25 -0.11
N 2.95 -0.34 0.17
N -1.27 -1.01 0.37
N -2.26 -1.70 -0.37
H 1.46 -1.75 0.04
H 1.77 1.75 -0.91
H 0.69 2.61 0.28
H -1.59 2.28 -0.07
H -2.74 0.95 -0.07
H 3.67 -1.01 0.34
H 3.07 0.63 0.29
H -0.33 -1.53 0.66
H -1.81 -0.80 1.28
H -1.83 -2.35 -1.01
H -2.80 -0.92 -0.90
*
```

Results
- Energy above the lowest of the compared OMol25 structures with the same formula, charge and spin: 0.00 kcal/mol
- Orbital gap (alpha / beta): 0.2568 / 0.3221 Ha
- Calculated total energy: -10717.1922 eV
- ⟨S²⟩: 2.0087
- Strongest force on any atom: 0.160 hartree/bohr

***

Formula: C3H11NO2
Source: OMol25
Level of theory: ωB97M-V/def2-TZVPD

ORCA input file:
```
! RIJCOSX wB97M-V def2-TZVPD def2/J DEFGRID3
* xyz 0 1
C 0.74 -2.02 -1.48
N 0.26 -1.24 -0.36
C -0.91 -0.43 -0.68
C -1.50 0.32 0.49
O -0.99 1.66 0.50
H 1.30 -1.47 -2.24
H -0.10 -2.55 -1.92
H 1.40 -2.81 -1.13
H 1.01 -0.74 0.08
H -0.69 0.33 -1.43
H -1.66 -1.13 -1.05
H -2.60 0.33 0.39
H -1.37 -0.15 1.46
H -0.95 2.02 1.39
O 2.04 1.44 1.47
H 1.17 1.04 1.36
H 2.44 1.41 0.60
*
```

Results
- Energy above the lowest of the compared OMol25 structures with the same formula, charge and spin: 18.47 kcal/mol
- Orbital gap: 0.3566 Ha
- Calculated total energy: -8873.6885 eV
- Strongest force on any atom: 0.025 hartree/bohr

***

Formula: C3H11NO2
Source: OMol25
Level of theory: ωB97M-V/def2-TZVPD

ORCA input file:
```
! RIJCOSX wB97M-V def2-TZVPD def2/J DEFGRID3
* xyz 0 1
N 2.26 0.74 1.19
C 1.04 1.09 0.45
C -0.12 0.13 0.76
C -1.37 0.58 0.01
O -2.21 -0.52 -0.37
H 2.09 0.08 1.92
H 2.67 1.55 1.60
H 0.71 2.10 0.70
H 1.28 1.02 -0.61
H -0.12 0.16 1.85
H 0.05 -0.88 0.37
H -1.04 1.00 -0.94
H -1.99 1.30 0.54
H -2.64 -0.88 0.41
O 0.02 -2.21 -2.51
H 0.31 -3.09 -2.74
H -0.93 -2.18 -2.62
*
```

Results
- Energy above the lowest of the compared OMol25 structures with the same formula, charge and spin: 15.04 kcal/mol
- Orbital gap: 0.3674 Ha
- Calculated total energy: -8873.8372 eV
- Strongest force on any atom: 0.020 hartree/bohr